1.
166
Properties=species:S:1:pos:R:3 method="wB97M-V/def2-TZVPD" spin_multiplicity=2 lumo_energy_ev="1.85 / 1.80" e_above_lowest_ev=0.000 total_charge=-1
C -12.6577 5.7850 6.8850
O -13.3393 6.4289 7.6946
N -12.9087 4.5110 6.6024
N -11.7126 6.3006 6.1944
H -12.4719 3.8950 5.9316
H -13.5632 4.0942 7.2489
H -11.0056 5.6948 5.8030
H -11.5034 7.2592 6.4338
C -20.2828 2.8175 6.4944
O -21.1447 3.3609 5.8208
N -19.9179 1.6060 6.4576
N -19.5929 3.4620 7.3815
H -19.1647 1.2977 7.0557
H -20.2972 0.9412 5.7986
H -18.7074 3.1980 7.7894
H -19.9931 4.3315 7.7038
C -13.3627 5.0919 2.9052
O -12.3448 4.6148 3.2513
N -14.1462 5.6354 3.7574
N -13.8225 4.9299 1.6943
H -13.6557 5.5510 4.6362
H -15.1441 5.7863 3.7173
H -13.2253 4.4691 1.0226
H -14.6390 5.4657 1.4368
C -13.5406 -1.0386 1.2662
O -13.8320 -2.1590 1.6933
N -14.0152 0.1682 1.6085
N -12.5982 -0.8817 0.4037
H -13.7212 0.9579 1.0517
H -14.7728 0.2457 2.2720
H -12.4362 0.0639 0.0879
H -11.9366 -1.6314 0.2610
C -17.0547 6.9855 2.0514
O -16.1681 6.5788 1.3291
N -17.6406 8.1787 2.0022
N -17.5436 6.3133 3.0309
H -17.5064 8.7347 1.1698
H -18.4384 8.2311 2.6194
H -17.2431 5.4172 3.3873
H -18.1598 6.8429 3.6308
C -20.5982 7.6029 4.7254
O -19.3955 7.7029 4.6092
N -21.1693 6.8083 5.5877
N -21.4296 8.1634 3.9333
H -20.5598 6.1242 6.0125
H -22.1778 6.8106 5.6442
H -22.4040 7.9198 4.0391
H -21.0230 8.8273 3.2898
C -16.6097 0.3752 8.3290
O -17.5326 1.1563 8.4611
N -16.7177 -0.9047 8.4328
N -15.3772 0.7432 8.2017
H -17.6651 -1.2118 8.6011
H -15.9208 -1.4465 8.7352
H -15.1379 1.7244 8.1951
H -14.7549 -0.0351 8.0369
C -15.4148 4.2016 9.4217
O -14.8611 3.7925 8.4355
N -15.1365 5.3816 9.9175
N -16.3963 3.6013 10.0209
H -14.3996 5.8552 9.4147
H -15.4520 5.7461 10.8050
H -16.6688 2.7667 9.5216
H -17.0832 4.0445 10.6140
C -10.7389 0.9640 3.1632
C -11.4469 0.9896 4.5849
C -10.7302 0.2953 5.7259
O -10.3124 -1.0187 5.3520
C -9.5453 -1.7216 6.3004
N -11.7804 2.3528 4.9537
H -11.3343 1.2322 2.2904
H -10.4702 -0.0560 2.8886
H -9.8675 1.6163 3.2205
H -12.3234 0.3480 4.4942
H -11.3466 0.2388 6.6231
H -9.9014 0.9105 6.0762
H -10.1341 -1.9351 7.1924
H -8.5727 -1.2988 6.5521
H -9.4084 -2.7421 5.9429
H -10.8962 2.8365 4.8889
H -12.3591 2.8002 4.2574
C -15.0545 -2.6423 5.2685
C -13.6839 -2.1238 5.7825
C -13.4243 -2.6703 7.1553
O -14.2662 -2.0335 8.0987
C -13.8607 -2.2904 9.4371
N -12.6488 -2.6726 4.9133
H -15.3300 -3.6943 5.3423
H -15.1361 -2.3672 4.2170
H -15.8879 -2.1020 5.7174
H -13.6292 -1.0363 5.8318
H -12.3666 -2.6167 7.4131
H -13.6208 -3.7423 7.1719
H -12.8100 -2.0575 9.6104
H -14.0855 -3.2946 9.7964
H -14.3914 -1.5754 10.0658
H -11.7913 -2.1508 5.0244
H -12.9797 -2.4892 3.9768
C -19.7626 10.0676 8.7239
C -18.3291 10.0237 8.2395
C -17.3361 10.3626 9.3425
O -17.5094 11.7578 9.6466
C -16.7846 12.3444 10.7495
N -17.9791 8.7786 7.5972
H -20.3888 9.8812 7.8514
H -19.9932 11.0556 9.1223
H -20.0160 9.4227 9.5653
H -18.3248 10.8305 7.5066
H -16.3207 10.1854 8.9881
H -17.3326 9.7406 10.2376
H -17.2084 11.9859 11.6875
H -16.8443 13.4326 10.7699
H -15.7106 12.1640 10.7035
H -17.0150 8.8037 7.2972
H -18.5392 8.6334 6.7693
C -16.2211 0.7855 4.4155
C -16.5441 2.2639 4.0659
C -16.1539 3.2268 5.1911
O -16.6437 4.6011 4.9298
C -16.7064 5.3646 6.0584
N -15.8095 2.6082 2.8661
H -16.8766 0.3920 5.1924
H -15.2016 0.7478 4.7994
H -16.3704 0.1317 3.5562
H -17.6168 2.3089 3.8780
H -15.0777 3.1906 5.3606
H -16.4911 2.8462 6.1552
H -17.1545 6.3016 5.7279
H -15.7504 5.4955 6.5655
H -17.3970 4.9579 6.7970
H -14.8119 2.6763 3.0088
H -16.0775 3.5188 2.5209
C -15.6256 8.8712 4.5887
C -14.5980 9.2060 5.6953
C -13.9143 10.6058 5.6163
O -13.0464 10.9111 6.6756
C -12.6081 12.2793 6.6554
N -15.2618 8.9087 6.9503
H -15.2019 8.8572 3.5845
H -16.4710 9.5580 4.6294
H -16.1090 7.8979 4.6736
H -13.7618 8.5245 5.5392
H -14.6667 11.3785 5.4578
H -13.4044 10.6990 4.6574
H -13.4056 13.0120 6.5320
H -12.0019 12.3609 5.7531
H -11.9362 12.5259 7.4775
H -14.6851 9.2976 7.6826
H -15.1063 7.9209 7.0922
C -17.5139 0.8218 -1.5539
C -16.9074 1.5718 -0.3225
C -17.4713 2.9949 -0.1470
O -16.8531 3.8371 -1.0835
C -17.6424 4.8684 -1.5776
N -17.1434 0.7973 0.8745
H -17.0685 0.9982 -2.5330
H -18.5738 1.0492 -1.6672
H -17.3617 -0.2336 -1.3280
H -15.8445 1.7828 -0.4405
H -17.2145 3.4315 0.8181
H -18.5442 3.1755 -0.2122
H -18.0337 5.4855 -0.7687
H -18.5292 4.4316 -2.0366
H -17.1023 5.5449 -2.2400
H -16.8260 1.3068 1.6867
H -16.5059 0.0176 0.7977

***

2.
52
Properties=species:S:1:pos:R:3 method="wB97M-V/def2-TZVPD" lumo_energy_ev=-4.93 e_above_lowest_ev=0.728 total_charge=+1
C -1.0872 0.5660 0.1283
C -2.4658 0.2669 -0.1434
C -2.8383 -0.1727 -1.4339
C -4.1751 -0.2491 -1.8034
C -5.1784 0.0563 -0.8711
C -4.8214 0.3617 0.4486
C -3.4818 0.4500 0.8284
C -0.6238 1.2663 1.2585
C 0.5904 1.9392 1.3200
C 0.9859 2.8187 2.3822
C 2.2167 3.5352 2.3176
C 2.5976 4.4142 3.3298
C 1.7810 4.6003 4.4551
C 0.5676 3.9069 4.5454
C 0.1750 3.0281 3.5380
H -0.4065 0.5107 -0.7156
H -2.0468 -0.4310 -2.1387
H -4.4356 -0.5528 -2.8188
H -6.2235 0.0749 -1.1781
H -5.5971 0.5307 1.1972
H -3.1969 0.6633 1.8616
H -1.2826 1.2923 2.1251
H 1.3142 1.7665 0.5218
H 2.8350 3.4187 1.4222
H 3.5357 4.9655 3.2436
H 2.0915 5.2637 5.2600
H -0.0843 4.0497 5.4076
H -0.7897 2.5206 3.6105
C 2.1870 -0.4993 -4.2099
N 2.1732 -1.0280 -2.8576
C 3.3767 -1.7746 -2.4992
C 0.9710 -1.0872 -2.2047
C 0.9688 -1.8502 -0.8745
C 1.0782 -3.3653 -1.1130
C 0.0095 -4.0308 -0.2390
C -0.7242 -2.9021 0.4887
N -0.2090 -1.5944 -0.0370
O -0.0300 -0.5710 -2.7129
H 1.2733 0.0728 -4.3860
H 3.0661 0.1427 -4.3516
H 2.2576 -1.3252 -4.9369
H 3.4327 -1.9670 -1.4206
H 3.4215 -2.7399 -3.0375
H 4.2617 -1.1885 -2.7896
H 1.8416 -1.4674 -0.3202
H 0.9584 -3.6355 -2.1689
H 2.0778 -3.6954 -0.8204
H -0.6730 -4.6419 -0.8307
H 0.4787 -4.7026 0.4850
H -1.8158 -2.9603 0.3780
H -0.4708 -2.9528 1.5608
H 0.1333 -1.0975 0.7990

***

3.
28
Properties=species:S:1:pos:R:3 method="wB97M-V/def2-TZVPD" lumo_energy_ev="0.88 / 0.87" e_above_lowest_ev=4.890 total_charge=0
C -0.2335 0.5222 0.2975
C 1.5520 -0.9517 0.0003
C -0.9941 -0.6208 0.0559
C -0.0399 1.0125 1.7036
C -0.1102 1.6146 -0.7288
C 2.3502 -0.4006 -1.1474
C -1.2842 -1.2015 -1.2946
C -2.8873 0.4739 0.5323
N 2.2199 -0.9421 1.2424
H 1.1678 -1.9465 -0.2194
H -1.0087 -1.3368 0.8715
H 2.2858 -1.8067 1.7572
H 3.0807 -0.4120 1.2960
H -0.3898 0.2924 2.4420
H -0.5611 1.9549 1.8737
H 1.0282 1.1841 1.8678
H -0.9036 2.3509 -0.5902
H 0.8350 2.1435 -0.5841
H -0.1390 1.2513 -1.7527
H 2.6331 0.6395 -0.9674
H 1.7792 -0.4562 -2.0728
H 3.2774 -0.9724 -1.3093
H -0.9490 -2.2405 -1.3502
H -2.3526 -1.2148 -1.5124
H -0.8349 -0.6716 -2.1314
H -2.8454 1.1634 1.3693
H -3.5102 -0.3896 0.7491
H -3.1658 0.9606 -0.3980

***

4.
20
Properties=species:S:1:pos:R:3 method="wB97M-V/def2-TZVPD" lumo_energy_ev=-3.45 e_above_lowest_ev=5.811 total_charge=+1
C -1.1819 0.1261 0.2315
C -2.2047 2.0129 0.1331
C -2.2980 -0.7462 0.0208
C -2.9796 -1.8033 -0.2045
C -0.8103 2.2392 0.0736
C 2.3115 -1.5139 0.2470
C 2.9154 0.5505 -0.5954
N -2.3958 0.6809 0.3543
N -0.1650 0.9550 0.2575
N 2.0908 -0.1151 0.1049
H -3.0969 2.5601 -0.0141
H -4.0254 -1.7091 -0.3633
H -2.4742 -2.7725 -0.0651
H -0.1776 3.0743 0.2308
H 1.8860 -1.8012 1.3037
H 1.7562 -2.2236 -0.4231
H 3.3689 -1.8856 -0.0148
H 2.7703 1.5399 -0.6407
H 3.8260 0.1043 -1.0679
H 0.8843 0.7272 0.4317

***

5.
114
Properties=species:S:1:pos:R:3 method="wB97M-V/def2-TZVPD" lumo_energy_ev=1.35 total_charge=-1
N -0.9552 -0.8805 1.2918
C -0.2571 0.4034 1.4009
N -1.0907 1.3248 2.1896
N 0.9291 0.2147 2.1943
C -0.0306 1.0972 0.0547
C 0.6441 0.2284 -1.0172
O 1.5149 1.0938 -1.7215
P 0.7434 1.7481 -3.1126
N -0.0570 2.2935 -4.6512
C 1.5003 3.4558 -2.6930
B 0.4909 4.3921 -1.9651
O 0.8872 5.0606 -0.8245
O -0.8114 4.6185 -2.4268
P 2.5254 1.3803 -4.4311
O 2.0403 0.3135 -5.6108
Cl 3.9821 0.2870 -3.3156
O -0.0358 0.1707 -3.3729
C -0.2796 -0.3660 -2.1657
Cl 0.3601 -2.1321 -2.3916
C -1.7633 -0.5908 -1.8373
O -2.6171 -0.3074 -2.9728
C -3.8476 -0.0681 -2.6341
F -4.6115 -0.1854 -3.6749
F -4.3398 -0.9154 -1.7290
F -4.0156 1.1325 -2.1465
H -1.9243 -0.8367 1.5733
H -0.8367 -1.3330 0.3964
H -1.9301 1.5213 1.6568
H -1.3873 0.8577 3.0403
H 1.5413 -0.4976 1.8251
H 1.4134 1.0814 2.3833
H -0.9303 1.5652 -0.3305
H 0.6507 1.9185 0.2388
H 1.2637 -0.5871 -0.6639
H -0.4793 2.0885 -2.4232
H 0.6334 2.5649 -5.3476
H -0.6538 3.0921 -4.4637
H 2.3527 3.3246 -2.0359
H 1.8050 3.9717 -3.6047
H 0.0778 5.3471 -0.3739
H -1.4701 4.3660 -1.7678
H 1.0749 0.1972 -5.5910
H -2.1036 -0.0218 -0.9772
H -1.8957 -1.6316 -1.5873
C 1.4046 -2.4661 4.8513
Cl 1.5860 -3.9375 5.8167
Cl 2.0292 -2.7322 3.2279
Cl -0.2889 -1.9742 4.8040
H 1.9754 -1.6762 5.3209
C 0.5097 8.3737 1.2063
Cl -0.2858 6.8302 1.5301
Cl 2.2532 8.1573 1.0662
Cl -0.1490 9.1205 -0.2515
H 0.3169 9.0358 2.0500
C 7.2681 -1.4011 -3.4934
Cl 8.7040 -0.8305 -4.3501
Cl 6.9398 -3.0876 -3.8853
Cl 7.4551 -1.1931 -1.7491
H 6.4188 -0.8064 -3.8153
C -5.4133 -1.0747 2.8941
Cl -3.9952 -0.2612 2.2227
Cl -5.4777 -2.7389 2.3287
Cl -5.4029 -1.0047 4.6573
H -6.2956 -0.5591 2.5384
C 0.1418 9.8982 5.6187
Cl 0.9771 11.4185 5.2946
Cl -1.5731 10.1792 5.9202
Cl 0.3629 8.7669 4.2808
H 0.5740 9.4574 6.5072
C -7.4357 -6.2955 1.3120
Cl -5.8506 -5.8426 1.9344
Cl -8.1691 -7.5362 2.3381
Cl -8.4905 -4.8881 1.2004
H -7.3080 -6.7035 0.3179
C 5.1300 2.6572 0.0413
Cl 4.4510 3.7409 -1.1704
Cl 3.8966 1.5504 0.6499
Cl 6.5002 1.7512 -0.6147
H 5.4833 3.2584 0.8682
C -4.9519 -3.7157 -3.3394
Cl -3.3964 -3.8464 -4.1526
Cl -6.2726 -4.1528 -4.4298
Cl -4.9844 -4.7226 -1.8865
H -5.0893 -2.6856 -3.0371
C 8.2927 3.6682 -3.5369
Cl 8.1231 5.0890 -4.5759
Cl 6.8294 2.6954 -3.5586
Cl 9.7018 2.7170 -4.0225
H 8.4536 4.0110 -2.5224
C -1.2951 -3.9053 8.4278
Cl -2.9334 -3.2507 8.4714
Cl -0.3679 -3.3582 9.8276
Cl -1.3289 -5.6682 8.3512
H -0.8066 -3.5379 7.5331
C 10.5087 7.1301 -7.0551
Cl 8.7979 7.4683 -6.7803
Cl 10.8274 5.3980 -7.0063
Cl 11.0395 7.8184 -8.5941
H 11.0758 7.6007 -6.2633
C 3.4062 -3.1503 -5.8601
Cl 4.8246 -2.6123 -6.7665
Cl 2.9997 -4.8217 -6.2861
Cl 3.6569 -2.9872 -4.1282
H 2.5728 -2.5173 -6.1377
C -9.2606 -10.4910 4.3305
Cl -10.0625 -11.7682 3.4145
Cl -10.2858 -9.9301 5.6522
Cl -7.7011 -11.0405 4.9424
H -9.0838 -9.6551 3.6679
C -5.9482 -8.8563 7.8828
Cl -7.1263 -8.1800 9.0104
Cl -6.1129 -8.1123 6.2931
Cl -4.3062 -8.6584 8.4977
H -6.1460 -9.9158 7.7841

***

6.
49
Properties=species:S:1:pos:R:3 method="wB97M-V/def2-TZVPD" lumo_energy_ev=0.44 e_above_lowest_ev=1.832 smiles="COCCCn1c(SCC(=O)N2CCOCC2)nc2ccccc2c1=O" total_charge=0
C -6.1313 -0.2084 0.9732
O -5.1825 -1.1731 0.6018
C -4.0701 -0.6209 -0.0630
C -3.1299 -1.7601 -0.4456
H -3.7019 -2.5062 -0.9971
C -1.9722 -1.2850 -1.3214
N -1.1302 -0.3175 -0.6415
C -0.1709 -0.7029 0.2436
N 0.5822 0.0839 0.9164
C 0.4421 1.4321 0.7566
C 1.2598 2.2948 1.4933
C 1.1379 3.6537 1.3171
C 0.2103 4.1770 0.4148
C -0.6013 3.3372 -0.3134
C -0.4951 1.9537 -0.1515
C -1.3488 1.0465 -0.9067
O -2.1886 1.3831 -1.7152
H -1.3279 3.7163 -1.0160
H 0.1301 5.2462 0.2903
H 1.7662 4.3253 1.8832
H 1.9650 1.8604 2.1840
S 0.1168 -2.4218 0.4537
C 1.4853 -2.3847 1.6540
H 1.9308 -3.3797 1.5975
C 2.5615 -1.3124 1.5013
O 2.8846 -0.6648 2.4765
N 3.2212 -1.2197 0.3270
C 3.0238 -1.9820 -0.8840
H 3.9813 -2.4460 -1.1538
C 2.6078 -1.0325 -2.0165
O 3.5610 -0.0148 -2.1990
C 3.7427 0.7348 -1.0168
H 2.8046 1.2411 -0.7430
C 4.1939 -0.1589 0.1411
H 5.1671 -0.6039 -0.0941
H 4.2624 0.4089 1.0685
H 4.5023 1.4832 -1.2461
H 1.6260 -0.5909 -1.7847
H 2.5450 -1.5688 -2.9647
H 2.2784 -2.7625 -0.7529
H 1.0465 -2.2419 2.6416
H -1.3543 -2.1363 -1.6199
H -2.3613 -0.7817 -2.2105
H -2.7517 -2.2336 0.4616
H -3.5602 0.1011 0.5962
H -4.3930 -0.0774 -0.9641
H -6.5231 0.3223 0.0964
H -6.9403 -0.7416 1.4681
H -5.7017 0.5286 1.6637